Computed, not measured: a 2-piece molecular cluster, C6H12O overall, with ωB97M-V/def2-TZVPD.

Summary:
* <S²>: 0.757
* M: 100.2 g mol⁻¹
* HOMO level (spin up / spin down): 0.7 / -3.8 eV
* maximum force: 0.0677 Eh/bohr
* LUMO (spin up / spin down): 3.92 / 3.82 eV
* ΔE to the lowest compared entry with this formula, charge and spin: 2.5104 eV
* E: -310.91128 a.u.

ORCA input file:
```
! RIJCOSX wB97M-V def2-TZVPD def2/J DEFGRID3
* xyz -1 2
C 0.553 0.990 1.405
C 0.846 0.206 0.142
C 1.343 0.858 -0.922
C 0.721 -1.277 0.162
C -0.660 -1.772 0.608
C -1.075 -2.176 1.865
H -0.406 1.465 1.526
H 1.304 1.762 1.746
H 0.475 0.379 2.382
H 1.274 2.058 -0.892
H 1.462 0.371 -1.930
H 0.923 -1.478 -0.895
H 1.546 -1.735 0.723
H -1.261 -2.265 -0.174
H -0.331 -2.439 2.610
H -2.101 -2.713 2.002
H -1.259 1.502 -2.545
H -0.768 2.879 -2.283
O -1.403 2.405 -2.729
*
```

Table of natural (NBO) atomic charges, one value per atom, all in e: -0.67, 0.01, -0.56, -0.51, -0.36, -0.67, 0.22, 0.19, 0.22, 0.16, 0.19, 0.19, 0.14, 0.17, 0.14, 0.16, 0.48, 0.47, -0.95